No. 1
24
Properties=species:S:1:pos:R:3 method="wB97M-V/def2-TZVPD" gap_ev=9.47 homo_ev=-8.61 fmax_ev_per_a=1.865 smiles=Cc1ccc(O)cc1.CC relative_energy_ev=0.677 multiplicity=1
C -2.014 0.521 1.057
C -0.903 0.752 0.045
C 0.203 1.475 0.431
C 1.103 1.876 -0.565
C 0.983 1.332 -1.831
O 1.918 1.627 -2.807
C -0.151 0.616 -2.216
C -1.108 0.308 -1.261
H -1.910 1.193 1.903
H -2.040 -0.511 1.408
H -2.994 0.578 0.577
H 0.313 1.801 1.452
H 1.807 2.681 -0.397
H 2.071 2.574 -2.865
H -0.248 0.328 -3.254
H -1.939 -0.345 -1.481
C 1.308 -1.835 1.420
C -0.054 -2.440 1.082
H 1.323 -0.748 1.315
H 1.514 -1.987 2.478
H 2.051 -2.176 0.710
H -0.391 -2.112 0.090
H -0.003 -3.519 1.025
H -0.839 -1.989 1.683

No. 2
24
Properties=species:S:1:pos:R:3 method="wB97M-V/def2-TZVPD" gap_ev=9.53 homo_ev=-8.68 fmax_ev_per_a=2.349 smiles=Cc1ccc(O)cc1.CC relative_energy_ev=1.277 multiplicity=1
C 1.741 2.544 0.509
C 0.474 1.747 0.596
C -0.455 1.961 -0.418
C -1.534 1.097 -0.597
C -1.652 0.066 0.285
O -2.577 -0.900 -0.037
C -0.801 -0.171 1.372
C 0.316 0.676 1.498
H 2.590 1.985 0.135
H 2.141 2.867 1.484
H 1.566 3.522 0.073
H -0.364 2.913 -0.937
H -2.165 1.076 -1.490
H -3.456 -1.027 0.352
H -1.197 -0.801 2.151
H 1.056 0.308 2.172
C 0.592 -2.809 -0.410
C 0.400 -1.681 -1.418
H 0.632 -3.801 -0.863
H 1.630 -2.766 0.076
H -0.007 -2.725 0.498
H 0.769 -1.980 -2.394
H -0.613 -1.317 -1.563
H 0.912 -0.785 -1.077

No. 3
24
Properties=species:S:1:pos:R:3 method="wB97M-V/def2-TZVPD" gap_ev=9.45 homo_ev=-8.61 fmax_ev_per_a=1.494 smiles=Cc1ccc(O)cc1.CC relative_energy_ev=0.355 multiplicity=1
C 0.862 2.902 0.177
C 0.076 1.676 0.561
C -0.149 0.705 -0.423
C -0.849 -0.462 -0.166
C -1.323 -0.683 1.118
O -1.985 -1.837 1.498
C -1.137 0.280 2.101
C -0.493 1.475 1.808
H 0.326 3.814 0.464
H 1.070 2.963 -0.882
H 1.798 2.940 0.747
H 0.158 0.904 -1.437
H -1.014 -1.228 -0.921
H -1.456 -2.611 1.215
H -1.575 0.118 3.076
H -0.406 2.248 2.559
C 1.971 -2.165 -2.155
C 1.885 -0.995 -3.115
H 1.930 -1.809 -1.133
H 1.180 -2.900 -2.290
H 2.920 -2.699 -2.273
H 1.331 -0.145 -2.741
H 2.834 -0.581 -3.481
H 1.395 -1.225 -4.068

No. 4
24
Properties=species:S:1:pos:R:3 method="wB97M-V/def2-TZVPD" gap_ev=9.48 homo_ev=-8.64 fmax_ev_per_a=2.368 smiles=Cc1ccc(O)cc1.CC relative_energy_ev=0.806 multiplicity=1
C -0.687 2.134 -1.933
C 0.381 1.444 -1.153
C 0.228 1.378 0.244
C 1.121 0.677 1.043
C 2.057 -0.129 0.407
O 2.809 -0.929 1.256
C 2.187 -0.150 -0.969
C 1.332 0.639 -1.737
H -0.340 3.146 -2.204
H -1.622 2.423 -1.452
H -0.856 1.577 -2.861
H -0.589 1.916 0.699
H 0.911 0.728 2.097
H 2.765 -1.842 1.015
H 2.950 -0.829 -1.335
H 1.468 0.567 -2.815
C -1.974 -1.691 0.530
C -1.626 -1.514 1.985
H -1.520 -0.963 -0.162
H -1.537 -2.565 0.004
H -3.032 -1.716 0.261
H -2.408 -1.099 2.620
H -0.818 -0.771 2.078
H -1.201 -2.430 2.384